No. 1
The following is a DFT calculation (the ωB97M-V functional and the def2-TZVPD basis) of 2 unconnected molecules or ions with the total composition C4H11NO3 in a non-equilibrium geometry.

Output
**Gap between HOMO and LUMO**: 9.95 eV
**SMILES string**: CN(C)CC(=O)O.O
**Relative energy (zero: lowest compared OMol25 entry of this formula, charge and spin)**: 139.4 kJ/mol

Structure (ORCA input):
```
! RIJCOSX wB97M-V def2-TZVPD def2/J DEFGRID3
* xyz 0 1
C -0.73190 0.42631 1.73555
N -0.15546 -0.71222 1.03088
C -0.21174 -1.88236 1.90886
C 1.17468 -0.45022 0.48410
C 0.93752 0.24020 -0.84554
O 0.54324 1.52219 -0.80767
O 1.10111 -0.33638 -1.89399
H -0.28418 0.59601 2.72717
H -1.81064 0.30580 1.76196
H -0.51480 1.32467 1.18479
H -1.27830 -2.10839 2.04460
H 0.12214 -2.75075 1.33103
H 0.22168 -1.70934 2.89824
H 1.49844 -1.44281 0.19383
H 1.80797 0.13671 1.15746
H 0.32727 1.71500 -1.73681
H -1.83467 0.44056 -2.49279
H -1.69121 0.76957 -0.99438
O -2.05292 1.09860 -1.82375
*
```


No. 2
The following is a DFT calculation (the ωB97M-V functional and the def2-TZVPD basis) of a single C6H5ClF3N molecule in a non-equilibrium geometry.

Output
**Gap between HOMO and LUMO (spin up / spin down)**: 6.79 / 6.47 eV
**<S²>**: 2.019

Structure (ORCA input):
```
! RIJCOSX wB97M-V def2-TZVPD def2/J DEFGRID3
* xyz 0 3
C 1.13221 -1.09837 -1.11986
C 1.71783 -1.46199 0.00173
C 0.53599 -0.06360 1.47480
C 0.06503 -0.04362 -1.19856
C -0.71883 0.14664 0.21024
C -1.39683 1.46342 0.46571
N 1.51720 -0.75025 1.16331
F -0.51819 2.45300 0.52431
F -2.16209 1.85845 -0.59957
F -2.05211 1.47851 1.64903
Cl -1.80827 -1.22865 0.42771
H 1.49625 -1.66374 -1.96690
H 2.44412 -2.28768 -0.05999
H 0.19424 0.49549 2.29122
H 0.27345 1.03555 -1.48506
H -0.72000 -0.33316 -1.77811
*
```


No. 3
The following is a DFT calculation (the ωB97M-V functional and the def2-TZVPD basis) of 9 unconnected molecules or ions with the total composition C21H51Br6N3O9 in a non-equilibrium geometry.

Output
**Gap between HOMO and LUMO**: 9.13 eV
**SMILES string**: C[N+](=O)[O-].C[N+](=O)[O-].C[N+](=O)[O-].BrCCBr.BrCCBr.BrCCBr.CCOCC.CCOCC.CCOCC

Structure (ORCA input):
```
! RIJCOSX wB97M-V def2-TZVPD def2/J DEFGRID3
* xyz 0 1
C -8.11722 -12.51308 -0.82636
N -7.54163 -11.11643 -0.57577
O -7.70871 -10.26117 -1.45110
O -6.82756 -10.97728 0.40684
H -8.97279 -12.57551 -0.15389
H -7.34848 -13.23740 -0.55713
H -8.22659 -12.61683 -1.90588
C -1.54161 -12.65843 8.21358
N -0.47025 -12.72359 9.28355
O -0.43807 -11.89075 10.18587
O 0.26429 -13.66605 9.25699
H -0.95601 -12.47190 7.31337
H -2.16018 -11.80438 8.48938
H -2.20651 -13.51002 8.06941
C -8.15142 -14.94737 9.13695
N -8.03200 -14.87206 7.64007
O -8.37157 -15.86253 7.02846
O -7.91143 -13.78495 7.07187
H -7.54566 -15.84808 9.23635
H -9.16407 -15.11428 9.50408
H -7.69998 -14.09978 9.65260
Br -11.21345 -2.94269 5.32621
C -9.78084 -3.31928 3.93900
C -8.88901 -4.36692 4.63048
Br -7.23339 -4.69809 3.44604
H -9.22788 -2.39230 3.78722
H -10.30624 -3.70189 3.06397
H -9.51262 -5.18806 4.98395
H -8.51308 -4.03696 5.59893
Br -12.92018 -13.15128 2.98837
C -12.28781 -13.26171 4.95413
C -13.14806 -12.44525 5.97685
Br -12.47365 -12.34830 7.87218
H -11.25565 -12.91692 4.89186
H -12.28912 -14.29575 5.29887
H -14.22470 -12.60222 6.04243
H -13.01478 -11.41449 5.64840
Br -9.38228 -9.55581 3.96410
C -8.58564 -9.60326 5.69820
C -7.10214 -9.72288 5.53472
Br -6.32438 -9.92439 7.37024
H -9.04768 -10.49486 6.12206
H -8.95734 -8.73746 6.24622
H -6.83855 -8.73766 5.15007
H -6.63915 -10.42516 4.84150
C -2.40927 -5.79635 7.87998
C -3.16291 -5.11806 6.80079
O -2.64589 -3.82384 6.82416
C -3.04878 -2.97089 5.74036
C -1.93641 -3.07143 4.61255
H -1.41524 -6.13692 7.59015
H -2.45974 -5.06269 8.68452
H -3.02414 -6.63101 8.21669
H -3.30186 -5.66748 5.86970
H -4.20440 -5.06969 7.11870
H -4.08837 -3.20723 5.51339
H -3.17520 -1.98319 6.18372
H -2.39781 -2.93893 3.63395
H -1.27264 -3.93192 4.69655
H -1.16726 -2.30288 4.68898
C -9.88260 -10.56423 12.61708
C -8.55408 -11.17678 13.10431
O -7.49826 -10.33439 12.61975
C -6.19437 -10.69174 13.19189
C -5.13273 -9.93975 12.38626
H -10.77652 -11.04918 13.00931
H -9.94770 -9.55188 13.01583
H -9.99292 -10.41773 11.54262
H -8.50124 -11.24322 14.19100
H -8.45388 -12.17167 12.67044
H -6.10021 -10.36152 14.22639
H -6.10840 -11.77651 13.12874
H -5.14726 -10.33965 11.37237
H -4.16659 -10.23468 12.79575
H -5.31448 -8.86522 12.40754
C -7.47340 -3.16140 9.80586
C -7.84970 -4.41143 10.37522
O -9.14694 -4.70636 9.82722
C -9.59308 -6.05053 10.04437
C -10.92356 -6.23623 9.37959
H -6.40103 -2.97625 9.86793
H -7.74776 -3.28410 8.75812
H -8.03778 -2.34888 10.26343
H -7.25107 -5.20111 9.92116
H -7.78181 -4.38992 11.46289
H -8.89280 -6.82637 9.73488
H -9.80752 -6.17607 11.10567
H -11.49452 -5.34033 9.62346
H -11.33677 -7.16756 9.76686
H -10.77370 -6.37896 8.30941
*
```


No. 4
The following is a DFT calculation (the ωB97M-V functional and the def2-TZVPD basis) of 4 unconnected molecules or ions with the total composition C37H51F7N4O3 in a non-equilibrium geometry.

Output
**Gap between HOMO and LUMO**: 10.02 eV
**SMILES string**: CC[C@H](F)[C@@]1(C[C@@H](O)C(F)(F)F)NC(=O)[C@@](CC(C)C)(C(F)(F)F)[C@@H]1OC[C@H](C)CC(C)C.c1ccncc1.c1ccncc1.c1ccncc1

Structure (ORCA input):
```
! RIJCOSX wB97M-V def2-TZVPD def2/J DEFGRID3
* xyz 0 1
C 3.10723 3.14581 -1.99024
C 3.82310 3.56859 -0.69441
C 3.55240 2.75052 0.57880
F 4.69350 2.90516 1.35944
C 3.24042 1.23477 0.43389
C 3.97819 0.43510 -0.65730
C 5.40209 0.83772 -0.95738
O 6.20524 0.78022 0.19355
C 5.99397 -0.14191 -1.97516
F 7.30201 0.17555 -2.21566
F 5.96091 -1.42710 -1.54795
F 5.33999 -0.05864 -3.15912
N 3.61468 0.62618 1.75043
C 2.76260 -0.43975 2.03703
O 3.05386 -1.35287 2.79192
C 1.44756 -0.35049 1.18318
C 1.52742 -1.64873 0.37314
C 0.46919 -1.96500 -0.69434
C 0.73160 -1.28841 -2.04937
C -0.96507 -1.76478 -0.25772
C 0.32927 -0.22049 2.22378
F -0.70235 0.55638 1.76660
F 0.77805 0.40835 3.35726
F -0.17412 -1.42373 2.60086
C 1.72080 1.00657 0.53208
O 0.98481 1.33058 -0.60718
C 0.32404 2.57590 -0.54954
C -0.76886 2.65092 -1.60384
C -1.00641 4.08858 -2.08116
C -2.04842 1.91348 -1.21203
C -2.77842 2.36808 0.05717
C -3.78015 3.49638 -0.16892
C -3.57913 1.16792 0.61100
H 2.48795 3.95357 -2.35261
H 2.54022 2.23174 -1.91316
H 3.84484 2.98854 -2.77238
H 4.89756 3.60460 -0.81823
H 3.53974 4.59083 -0.47271
H 2.76841 3.24218 1.14044
H 3.40886 0.48882 -1.58236
H 4.00041 -0.60940 -0.38000
H 5.49100 1.80247 -1.44121
H 6.67538 1.60051 0.30875
H 4.54004 0.21232 1.78664
H 1.50126 -2.45264 1.10163
H 2.49188 -1.73341 -0.10835
H 0.57287 -3.03037 -0.88837
H 1.78274 -1.07794 -2.19831
H 0.15285 -0.37780 -2.13487
H 0.36132 -1.94863 -2.82585
H -1.16642 -2.32013 0.65170
H -1.21831 -0.72413 -0.10403
H -1.63564 -2.16285 -1.01230
H 1.45263 1.69102 1.33837
H -0.10402 2.77721 0.43277
H 1.01829 3.38947 -0.75542
H -0.35915 2.11228 -2.45749
H -0.16371 4.73176 -1.85513
H -1.92531 4.51311 -1.70752
H -1.09670 4.07584 -3.16198
H -1.85554 0.84915 -1.17683
H -2.74759 2.04481 -2.03843
H -2.10801 2.66588 0.85893
H -3.32346 4.47101 -0.28055
H -4.40251 3.57163 0.71979
H -4.44966 3.27625 -0.99299
H -3.86697 1.40700 1.62784
H -4.43653 0.97096 -0.01838
H -2.92470 0.30615 0.64784
N -5.91903 -0.68181 2.57558
C -4.83287 -0.99890 3.27904
C -4.86968 -1.64466 4.50508
C -6.10364 -1.97846 5.03671
C -7.24427 -1.65505 4.32035
C -7.09635 -1.01125 3.10042
H -3.88612 -0.71691 2.83087
H -3.95345 -1.88048 5.02816
H -6.17396 -2.48674 5.98842
H -8.22932 -1.89615 4.69691
H -7.96460 -0.74349 2.50752
N 3.83738 1.44782 -6.64440
C 4.32418 2.12998 -7.67866
C 5.60378 1.95401 -8.18254
C 6.42644 1.01869 -7.57621
C 5.93702 0.30056 -6.49824
C 4.64035 0.55094 -6.07524
H 3.64942 2.85373 -8.12258
H 5.94474 2.53591 -9.02764
H 7.43278 0.85226 -7.93836
H 6.54453 -0.43790 -5.99355
H 4.21602 0.00906 -5.24141
N -5.74807 -5.26723 5.65608
C -6.76656 -5.59042 4.86327
C -7.22851 -6.88694 4.69515
C -6.59492 -7.90536 5.38748
C -5.53133 -7.58675 6.21561
C -5.15004 -6.25751 6.31460
H -7.23069 -4.76288 4.33636
H -8.06230 -7.09040 4.03769
H -6.92416 -8.93110 5.28298
H -5.00717 -8.35020 6.77345
H -4.32369 -5.96504 6.95302
*
```